Molecular formula: C29H41BCoN8O6
Method: DFT, ωB97M-V with the def2-TZVPD basis set

```
86
Properties=species:S:1:pos:R:3:mulliken_spin:R:1
Co -1.20 -0.24 1.25 0.941
O -5.04 1.32 0.50 0.000
C -3.74 1.06 0.33 -0.001
O -3.26 -0.02 0.56 0.000
C -3.00 2.25 -0.21 0.016
O -1.62 2.00 -0.27 0.011
C -0.87 2.91 0.53 0.033
C -1.09 2.64 2.04 -0.014
O -0.97 3.58 2.81 -0.002
O -1.39 1.43 2.33 -0.019
H -5.47 0.53 0.86 0.000
H -3.37 2.48 -1.22 0.000
H -3.23 3.11 0.43 0.000
H 0.18 2.74 0.30 -0.019
H -1.13 3.94 0.31 -0.001
C 1.97 1.40 1.97 0.011
C 1.83 -0.08 2.14 -0.003
C 2.81 -0.99 2.56 0.003
C 2.20 -2.23 2.52 0.002
C 2.78 -3.56 2.87 0.000
N 0.94 -2.05 2.10 0.017
N 0.71 -0.74 1.86 -0.020
B -0.15 -3.11 1.81 -0.032
N -0.57 -2.94 0.34 0.029
N -1.06 -1.76 -0.10 -0.045
C -1.30 -1.89 -1.40 0.008
C -1.84 -0.77 -2.22 0.005
C -0.97 -3.18 -1.81 -0.001
C -0.50 -3.82 -0.67 0.004
C 0.00 -5.22 -0.53 0.000
N -1.36 -2.79 2.71 0.010
N -1.88 -1.55 2.72 0.056
C -2.83 -1.51 3.64 0.000
C -3.61 -0.27 3.94 0.003
C -2.95 -2.78 4.23 0.007
C -1.99 -3.56 3.62 0.002
C -1.67 -5.00 3.85 0.000
H 2.89 1.74 2.43 0.000
H 1.13 1.92 2.42 0.003
H 2.01 1.64 0.90 -0.008
H 3.82 -0.77 2.85 0.000
H 3.81 -3.42 3.22 0.000
H 2.79 -4.23 2.02 0.000
H 2.21 -4.03 3.67 0.000
H 0.25 -4.21 2.02 0.000
H -1.80 0.16 -1.66 -0.001
H -2.87 -0.97 -2.52 0.000
H -1.24 -0.66 -3.13 0.000
H -1.05 -3.60 -2.80 0.000
H -0.07 -5.73 -1.49 0.000
H -0.58 -5.77 0.20 0.000
H 1.04 -5.23 -0.21 0.000
H -3.11 0.59 3.49 0.000
H -3.67 -0.12 5.02 0.000
H -4.62 -0.34 3.55 0.000
H -3.63 -3.07 5.01 0.001
H -2.35 -5.41 4.59 0.000
H -0.65 -5.12 4.22 0.000
H -1.76 -5.58 2.93 0.000
C 1.23 3.94 -5.89 0.000
C 2.18 4.42 -4.80 0.000
N 2.12 3.58 -3.61 0.000
C 1.51 4.16 -2.41 0.000
C 0.03 4.49 -2.61 0.000
C 2.84 2.43 -3.64 0.000
O 3.56 2.14 -4.59 0.000
C 2.70 1.43 -2.52 0.001
C 3.84 0.84 -2.00 0.001
C 3.72 -0.25 -1.17 -0.001
C 2.45 -0.75 -0.91 0.002
N 1.34 -0.17 -1.36 0.008
C 1.47 0.90 -2.15 -0.002
H 1.30 4.59 -6.76 0.000
H 0.20 3.92 -5.55 0.000
H 1.51 2.93 -6.19 0.000
H 1.94 5.45 -4.50 0.000
H 3.20 4.40 -5.18 0.000
H 2.05 5.07 -2.15 0.000
H 1.63 3.46 -1.59 0.000
H -0.10 5.15 -3.47 0.000
H -0.35 5.00 -1.73 0.000
H -0.55 3.58 -2.77 0.000
H 4.82 1.24 -2.27 0.000
H 4.59 -0.74 -0.75 0.000
H 2.31 -1.65 -0.32 -0.002
H 0.54 1.32 -2.52 0.000
```

Calculated values
orbital gap (spin up / spin down): 8.929 / 8.935 eV
expectation value of S²: 0.78
multiplicity: 2